Record 1
58
Properties=species:S:1:pos:R:3:nbo_charge:R:1 method="wB97M-V/def2-TZVPD" gap_ev=8.561
O -3.28 -1.71 -2.44 -0.60
C -2.47 -1.74 -1.54 0.69
C -2.52 -2.76 -0.42 -0.13
C -3.93 -3.27 -0.13 -0.39
C -3.84 -3.70 1.33 -0.41
C -2.90 -2.66 1.96 -0.21
N -2.10 -2.20 0.84 -0.39
C -1.07 -1.32 0.90 0.19
C -0.46 -0.95 2.10 -0.30
C 0.64 -0.10 2.09 -0.11
C 1.14 0.34 0.88 -0.41
S 2.52 1.45 0.79 2.32
O 2.92 1.86 2.10 -0.94
O 2.23 2.48 -0.18 -0.95
N 3.69 0.45 0.09 -0.67
C 4.16 -0.56 1.02 -0.27
C 5.12 -1.49 0.28 -0.07
O 6.19 -0.78 -0.28 -0.52
C 5.74 0.22 -1.17 -0.07
C 4.81 1.20 -0.46 -0.27
C 0.52 0.02 -0.31 -0.20
C -0.62 -0.76 -0.32 0.16
N -1.41 -0.89 -1.47 -0.44
C -1.31 0.16 -2.48 -0.25
C -1.39 1.52 -1.85 -0.04
C -0.51 2.54 -2.19 -0.18
C -0.55 3.76 -1.53 -0.18
C -1.47 3.98 -0.52 -0.18
C -2.36 2.97 -0.19 -0.15
C -3.38 3.15 0.90 0.97
F -3.15 4.21 1.68 -0.32
F -4.63 3.31 0.41 -0.33
F -3.45 2.08 1.72 -0.33
C -2.34 1.75 -0.86 -0.14
H -1.86 -3.60 -0.70 0.20
H -4.22 -4.09 -0.79 0.23
H -4.65 -2.46 -0.26 0.22
H -4.81 -3.71 1.82 0.23
H -3.41 -4.69 1.40 0.21
H -2.27 -3.11 2.73 0.20
H -3.45 -1.83 2.40 0.20
H -0.85 -1.31 3.03 0.22
H 1.11 0.22 3.00 0.24
H 3.29 -1.11 1.38 0.22
H 4.67 -0.09 1.87 0.20
H 5.55 -2.22 0.96 0.20
H 4.56 -2.02 -0.52 0.16
H 6.63 0.73 -1.53 0.20
H 5.21 -0.25 -2.01 0.17
H 4.40 1.94 -1.15 0.24
H 5.36 1.72 0.34 0.19
H 0.94 0.45 -1.21 0.24
H -2.16 0.00 -3.16 0.27
H -0.39 0.05 -3.05 0.20
H 0.22 2.38 -2.96 0.21
H 0.15 4.53 -1.79 0.22
H -1.49 4.92 0.02 0.23
H -3.04 0.98 -0.59 0.22

***

Record 2
89
Properties=species:S:1:pos:R:3:lowdin_charge:R:1 method="wB97M-V/def2-TZVPD" gap_ev="5.770 / 5.416" multiplicity=3 e_above_lowest_kcal_mol=10.81
Mo -0.17 -0.19 0.16 1.82
C -4.97 0.84 -1.53 -0.05
C -3.90 -0.24 -1.30 -0.37
C -4.57 -1.61 -1.12 -0.05
C -2.92 -0.24 -2.47 -0.13
C -3.34 -0.74 -3.69 -0.02
C -2.52 -0.69 -4.80 -0.04
C -1.26 -0.14 -4.71 -0.02
C -0.79 0.36 -3.50 -0.15
C 0.59 0.98 -3.41 -0.38
C 0.52 2.49 -3.72 -0.03
C 1.60 0.31 -4.34 -0.07
C -1.64 0.32 -2.38 -0.17
N -1.17 0.89 -1.14 -0.10
C -1.58 2.17 -0.82 -0.43
O -2.37 2.85 -1.42 0.13
C -0.85 2.64 0.41 -0.13
C -0.80 3.93 0.89 0.04
C 0.07 4.21 1.94 0.00
C 0.89 3.21 2.43 0.04
C 0.78 1.94 1.89 -0.14
N -0.10 1.66 0.93 -0.02
C 1.72 0.80 2.12 -0.43
O 2.58 0.81 2.97 0.13
N 1.50 -0.19 1.18 -0.10
C 2.50 -1.23 1.07 -0.16
C 2.42 -2.39 1.86 -0.13
C 3.45 -3.32 1.76 -0.02
C 4.51 -3.12 0.90 -0.05
C 4.56 -1.99 0.10 -0.03
C 3.56 -1.03 0.16 -0.14
C 3.63 0.21 -0.71 -0.37
C 4.43 1.32 -0.01 -0.04
C 4.23 -0.07 -2.08 -0.07
C 1.29 -2.62 2.84 -0.37
C 1.72 -2.23 4.26 -0.04
C 0.77 -4.06 2.81 -0.05
H -5.62 0.91 -0.66 0.09
H -5.57 0.58 -2.40 0.08
H -4.51 1.81 -1.71 0.06
H -3.36 0.01 -0.39 0.11
H -5.33 -1.77 -1.87 0.08
H -5.04 -1.66 -0.14 0.09
H -3.85 -2.42 -1.19 0.08
H -4.33 -1.17 -3.78 0.12
H -2.88 -1.07 -5.75 0.11
H -0.63 -0.09 -5.59 0.11
H 0.95 0.86 -2.39 0.09
H 0.27 2.63 -4.78 0.09
H 1.47 2.97 -3.52 0.08
H -0.26 2.98 -3.14 0.07
H 1.42 0.59 -5.38 0.08
H 1.56 -0.78 -4.27 0.08
H 2.61 0.63 -4.10 0.05
H -1.42 4.69 0.43 0.13
H 0.12 5.21 2.35 0.12
H 1.62 3.39 3.21 0.13
H 3.43 -4.21 2.37 0.12
H 5.31 -3.85 0.84 0.11
H 5.40 -1.84 -0.57 0.11
H 2.60 0.57 -0.86 0.09
H 5.48 1.03 0.04 0.09
H 4.09 1.49 1.01 0.07
H 4.35 2.26 -0.57 0.08
H 5.31 -0.19 -2.01 0.08
H 4.04 0.77 -2.76 0.07
H 3.81 -0.98 -2.53 0.09
H 0.46 -1.96 2.56 0.10
H 2.40 -2.98 4.67 0.09
H 0.85 -2.17 4.92 0.09
H 2.23 -1.28 4.27 0.06
H 1.48 -4.74 3.28 0.08
H 0.58 -4.40 1.79 0.08
H -0.17 -4.12 3.37 0.09
O -0.07 -6.50 -2.90 -0.02
C -0.91 -6.17 -2.05 -0.68
O -1.90 -6.70 -1.53 -0.01
C -0.65 -4.70 -1.48 -0.04
C 0.25 -3.85 -2.13 0.03
C 0.40 -2.57 -1.66 -0.08
N -0.28 -2.10 -0.59 -0.08
C -1.14 -2.94 0.03 -0.19
C -1.35 -4.23 -0.38 0.07
C -1.85 -2.28 1.19 -0.54
O -2.65 -2.84 1.88 0.15
O -1.49 -1.00 1.33 -0.19
H 0.80 -4.22 -2.98 0.12
H 1.07 -1.86 -2.13 0.10
H -2.07 -4.87 0.13 0.14

***

These records have electronic energy values of -55889.510 -60159.518 eV, in the order they appear.